57
Properties=species:S:1:pos:R:3:forces:R:3 method="wB97M-V/def2-TZVPD" charge=0 total_energy_ev=-55653.4616 homo_lumo_gap_ev=5.7 multiplicity=1 max_force_ev_per_a=3.71
Al 2.209908 -0.847273 1.047029 -2.4186 -1.6791 2.2597
O 4.444926 -3.298211 2.852138 -0.6357 1.2509 -1.6434
C 4.043368 -2.548733 1.969524 0.0527 0.1711 1.8272
O 3.466025 -1.342853 2.209091 0.9472 -1.3109 -0.8906
C 4.243059 -2.889717 0.480584 0.6703 -0.7224 0.0159
C 4.669457 -1.686395 -0.328325 -1.7340 -0.0285 -0.9390
C 5.105478 -2.087047 -1.738778 0.9813 1.0745 -0.2436
C 3.845471 -2.568172 -2.460276 -0.2619 0.4554 -1.1453
C 2.757382 -2.429235 -1.439494 0.4909 1.1094 1.3736
O 3.174280 -1.096740 -0.648828 1.8750 -1.9052 -0.9209
C 2.997304 -3.428597 -0.306105 -0.6125 -0.7754 -0.1530
C 1.697210 -3.481328 0.490063 -2.1886 -0.1160 0.9772
O 1.074770 -4.506253 0.716577 1.2487 0.7040 -0.5282
O 1.193047 -2.284441 0.832194 1.2797 -1.4080 -0.8920
H 5.036848 -3.659886 0.448385 -0.3641 0.3785 0.0987
H 5.316465 -0.943606 0.156320 -0.6678 -0.0664 -0.0657
H 5.932123 -2.828077 -1.753632 -0.5351 0.4288 0.2831
H 5.491118 -1.161467 -2.233451 -0.1853 -0.7842 0.2702
H 3.915083 -3.606534 -2.821520 -0.0851 0.3545 0.2365
H 3.629579 -1.930156 -3.344258 0.1796 -0.4073 0.4919
H 1.716666 -2.345268 -1.813945 0.7353 0.1655 0.4873
H 3.179579 -4.435873 -0.738315 -0.0704 0.5915 0.4564
C -5.700241 2.716197 -0.934460 -0.1057 -0.0238 0.2843
C -5.322861 1.266222 -0.524968 -0.1672 0.3449 -0.4108
C -5.050977 0.441770 -1.810665 0.1293 0.1599 0.0552
C -6.553909 0.650265 0.173253 -0.1444 -0.8349 0.3278
C -4.072098 1.301810 0.401008 -0.6807 -0.3242 -0.8208
C -4.066990 2.104795 1.542847 0.2332 -0.3065 -0.1888
C -3.009287 2.096402 2.470796 -0.1240 -0.4350 0.4262
C -2.001021 1.207736 2.203587 2.0639 -1.2887 0.0014
O -0.775043 0.889592 2.944003 -2.0295 0.9376 -1.1044
B -0.076181 -0.016154 2.146695 1.3210 -0.8656 -0.5790
O -0.855531 -0.408669 1.025740 -1.4112 1.4418 0.0154
C -1.995462 0.415261 1.045282 1.2016 -0.3641 0.6830
C -2.981174 0.472728 0.092190 0.2279 -0.2538 0.5270
H -6.530208 2.727681 -1.666044 0.4104 -0.0602 0.2612
H -4.823249 3.223954 -1.352013 -0.2213 -0.0120 -0.0547
H -6.037172 3.294231 -0.049348 0.1933 -0.2789 -0.4981
H -5.940258 0.467888 -2.459393 0.2742 0.0639 0.1864
H -4.843028 -0.620189 -1.586373 -0.0718 0.4712 -0.0451
H -4.190906 0.860462 -2.371524 -0.4487 -0.2403 0.2171
H -7.448312 0.582691 -0.502213 0.8828 0.0989 0.4153
H -6.854707 1.235173 1.049013 0.0769 0.0224 -0.1154
H -6.324610 -0.377619 0.556543 -0.1833 0.7386 -0.4150
H -4.934557 2.722680 1.681365 -0.1171 0.2504 0.3692
H -3.009314 2.616263 3.433224 -0.1642 0.1335 -0.5406
H -2.862458 -0.173200 -0.783258 -0.3936 0.3677 0.3509
C 2.672762 2.324178 -1.206411 -0.1869 0.0343 -0.6636
S 3.237783 1.791945 0.390026 -0.6344 -0.9807 -0.3695
C 2.931196 3.197880 1.407883 -0.1261 0.3270 0.5664
O 1.955503 0.816396 0.798061 1.4802 3.3104 -0.4464
H 1.591961 2.554825 -1.131745 0.6181 0.0352 -0.0078
H 2.795821 1.446914 -1.880932 0.0081 0.6409 0.4899
H 3.276907 3.179952 -1.562517 -0.3854 -0.4107 0.1282
H 1.848359 3.369908 1.433012 0.2892 0.0764 0.0484
H 3.496056 4.062945 1.039607 -0.2165 -0.2117 -0.1140
H 3.314060 2.962950 2.412750 -0.2996 -0.0444 -0.3349